(1)
# C17H29GeN3O7W

A structure of composition C17H29GeN3O7W (wB97M-V/def2-TZVPD, the OMol25 dataset).

Results
relative energy (zero: lowest compared OMol25 entry of this formula, charge and spin): 143.6 kJ/mol
orbital gap: 7.0 eV
E: -3499.60938 Ha

ORCA input file:
```
! RIJCOSX wB97M-V def2-TZVPD def2/J DEFGRID3
* xyz 2 1
W 0.08005 -0.88899 0.80152
O -2.93280 -3.67334 1.83369
C -1.91265 -2.89325 1.72184
O -1.55527 -2.34821 0.65844
C -1.11969 -2.67912 2.96970
C -1.30779 -3.19214 4.23368
C -0.36468 -2.82933 5.21142
C 0.69226 -1.98335 4.91131
C 0.79953 -1.49834 3.60978
N -0.08701 -1.87533 2.70407
C 1.84734 -0.53112 3.08405
O 2.76040 -0.16667 3.74608
O 1.62013 -0.13112 1.80694
H -3.41779 -3.78817 0.99480
H -2.14009 -3.84003 4.46880
H -0.47785 -3.21599 6.21547
H 1.42619 -1.68371 5.64786
N 1.50628 -3.59193 0.89045
N 2.70393 -2.92108 0.56959
C 2.64056 -1.84399 -0.27990
O 3.54415 -1.24739 -0.74990
O 1.29846 -1.50294 -0.51825
H 1.64969 -4.08950 1.76242
H 1.28848 -4.27721 0.16893
H 3.55932 -3.45887 0.49460
C -1.19663 1.44243 2.49085
O -1.02949 0.35170 1.57984
H -0.23263 1.93694 2.62027
H -1.55541 1.03366 3.43513
H -1.92921 2.13604 2.08577
C 0.53391 5.10605 -0.67043
C 1.08314 3.69193 -0.55810
C -0.01764 2.63888 -0.68305
C 0.58597 1.22048 -0.68814
Ge -0.92210 0.04018 -1.35222
C -0.65331 -0.88395 -3.03535
C -1.24339 -0.06465 -4.19163
C -0.44017 1.20227 -4.46170
C -1.04393 2.06413 -5.55963
H 1.33076 5.84169 -0.57775
H -0.19649 5.31131 0.11433
H 0.04358 5.26317 -1.63198
H 1.59727 3.56025 0.39964
H 1.83578 3.51610 -1.33113
H -0.60699 2.83576 -1.58232
H -0.71544 2.73115 0.15277
H 1.19205 1.15814 0.22141
H 1.32284 1.01960 -1.47289
H -2.23271 0.81966 -1.25633
H -1.10003 -1.87912 -2.97427
H 0.42186 -1.02691 -3.16504
H -2.28557 0.19784 -3.98261
H -1.26594 -0.68511 -5.08982
H 0.58639 0.92428 -4.71792
H -0.36548 1.79628 -3.53690
H -1.15233 1.49512 -6.48369
H -0.41699 2.92732 -5.77681
H -2.03283 2.42851 -5.27771
*
```


(2)
# C17H29N2O3

A structure of composition C17H29N2O3 at a distorted geometry (wB97M-V/def2-TZVPD, the OMol25 dataset).

Results
relative energy (zero: lowest compared OMol25 entry of this formula, charge and spin): 1541.0 kJ/mol
orbital gap: 9.3 eV
E: -999.58860 Ha

ORCA input file:
```
! RIJCOSX wB97M-V def2-TZVPD def2/J DEFGRID3
* xyz 1 1
C -6.32979 -0.91616 -1.16854
H -6.54453 -1.84181 -1.76621
O -4.86460 -0.89957 -0.90783
C -4.69531 -2.09457 -0.02947
C -3.22226 -2.29641 0.11841
H -2.77094 -2.00163 -0.61559
O -2.91249 -1.37013 1.46363
C -2.94672 0.16033 0.88281
C -1.64363 0.65709 0.32992
O -0.50151 0.06944 1.23103
H -0.96775 -0.47657 1.68896
C -1.64387 2.26812 0.28487
N -0.26291 2.60349 -0.07819
C 0.28214 2.65239 -1.23454
C 1.16350 1.29449 -1.48507
N 1.62550 0.95369 0.11858
H 0.93684 0.39085 0.58397
C 2.74707 -0.04229 0.03670
C 2.67092 -1.14779 0.40924
C 3.55428 -2.14430 0.56167
C 4.78070 -1.88523 -0.18729
C 4.90750 -0.50654 -0.45386
C 4.01050 0.45647 -0.53191
H 4.13668 1.37615 -0.81758
H 5.98172 -0.17045 -1.27326
C 6.01548 -2.86047 -0.11580
H 6.57579 -2.94193 -0.98208
H 6.59252 -2.58706 0.74644
H 5.46226 -3.93317 0.02173
H 3.44331 -3.21528 0.91985
H 1.61902 -1.39891 0.84999
C 2.00118 2.20581 0.59010
C 0.75230 2.99568 1.08494
H 0.91534 3.89707 1.16818
H 0.29808 2.51154 2.01387
H 2.71091 3.05134 0.11886
H 2.61113 1.98500 1.45097
H 2.01294 1.52014 -1.76075
H 0.61648 0.48216 -1.71186
H 0.72922 3.57888 -1.44679
H -0.47214 2.39773 -1.83059
H -1.96177 2.62861 1.60742
H -2.39102 2.46228 -0.30149
H -1.52038 0.08488 -0.56484
H -3.85211 0.40955 0.24769
H -2.95108 0.57157 1.95100
H -2.89840 -3.22337 0.67399
H -5.16263 -2.08087 0.98279
H -5.04134 -2.91789 -0.56398
H -6.60058 -0.00522 -1.88254
H -6.99557 -0.70709 -0.42756
*
```


(3)
# C17H29N2O6

A cluster of 3 separate species, C17H29N2O6 in total at a distorted geometry (wB97M-V/def2-TZVPD, the OMol25 dataset).

Results
relative energy (zero: lowest compared OMol25 entry of this formula, charge and spin): 284.8 kJ/mol
orbital gap: 6.6 eV
E: -1225.82008 Ha

ORCA input file:
```
! RIJCOSX wB97M-V def2-TZVPD def2/J DEFGRID3
* xyz 1 1
N 1.28308 -2.63006 1.23829
C 0.86156 -2.94114 -0.16220
C 0.78037 -1.65176 -1.08531
C -0.61448 -1.44695 -1.81084
C -1.83115 -1.68396 -0.85580
C -2.75327 -2.77136 -1.23227
N -3.82884 -3.05916 -0.40332
C -4.06099 -2.37092 0.77475
C -3.21062 -1.25710 1.21384
C -2.03117 -0.88146 0.38505
C -1.03602 0.27067 0.78768
O -1.15272 1.34615 0.26285
O -0.01215 0.11066 1.68736
H 1.64744 -1.67918 1.29236
H 0.51804 -2.77748 1.89650
H 1.65443 -3.63846 -0.56256
H -0.08586 -3.54077 -0.10417
H 1.57977 -1.77308 -1.87461
H 0.98346 -0.70746 -0.50112
H -0.68562 -0.36065 -2.12832
H -0.64492 -2.05544 -2.75074
H -2.60067 -3.38563 -2.15831
H -4.43348 -3.83107 -0.70994
H -4.92952 -2.68947 1.39360
H -3.40011 -0.69256 2.15919
H -0.17785 -0.65411 2.28226
O 2.79180 -0.77080 3.43996
C 3.90566 -0.47250 3.08059
O 4.71291 -1.41142 2.56318
C 5.97118 -1.13219 1.93188
C 7.08764 -1.04628 2.95164
C 4.44120 0.91853 3.29184
H 5.90610 -0.24035 1.30486
H 6.16328 -1.96874 1.25849
H 6.92809 -0.22775 3.65534
H 8.04848 -0.89357 2.45728
H 7.13659 -1.96450 3.53970
H 4.83433 1.00074 4.30527
H 3.61978 1.62470 3.16738
H 5.20637 1.20969 2.57609
O -4.47821 4.52349 -5.22200
C -4.15183 4.28615 -4.09009
O -2.84837 4.31247 -3.74718
C -2.37124 4.23673 -2.39826
C -2.23485 2.79741 -1.94594
C -5.16998 3.86340 -3.06237
H -2.99598 4.82977 -1.72701
H -1.38697 4.70739 -2.39866
H -3.19920 2.28376 -1.94360
H -1.81617 2.74682 -0.94197
H -1.58324 2.24476 -2.62748
H -5.34411 2.79075 -3.15079
H -6.09996 4.39551 -3.26309
H -4.89203 4.10782 -2.03928
*
```


Which of these has the highest E? C17H29N2O3